{
  "formula": "CH4NO2",
  "method": "the ωB97M-V functional and the def2-TZVPD basis",
  "species": ["O", "H", "C", "N", "O", "H", "H", "H"],
  "positions_angstrom": [[-1.8076, -0.7912, 1.0014], [-1.2551, -1.4235, 1.4840], [0.5229, 0.9220, 0.0173], [1.0191, 0.4099, -1.2525], [1.0832, 0.5714, 1.0365], [-1.2316, -0.0080, 1.1060], [1.1591, -0.5848, -1.4281], [0.5099, 0.9041, -1.9646]],
  "nbo_charge": [-0.972, 0.452, 0.108, -1.001, -0.767, 0.496, 0.331, 0.353],
  "e_above_lowest_kcal_mol": 49.3,
  "e_homo_ev": -1.435,
  "lumo_energy_ev": 4.67,
  "charge": -1
}



{
  "formula": "C18H27NO3",
  "method": "the ωB97M-V functional and the def2-TZVPD basis",
  "species": ["C", "H", "O", "C", "C", "C", "C", "C", "C", "O", "H", "H", "H", "C", "N", "C", "O", "C", "H", "H", "C", "C", "H", "H", "C", "C", "C", "C", "C", "H", "H", "H", "C", "H", "H", "H", "H", "H", "H", "H", "H", "H", "H", "H", "H", "H", "H", "H", "H"],
  "positions_angstrom": [[-0.7995, 2.8808, 1.4392], [-0.2946, 2.6921, 0.4879], [-1.3911, 1.7057, 1.9399], [-0.5732, 0.6265, 2.1733], [0.8013, 0.6171, 2.0327], [1.5308, -0.5379, 2.3045], [0.8707, -1.6836, 2.7143], [-0.5067, -1.6842, 2.8607], [-1.2376, -0.5405, 2.5917], [-2.5883, -0.5519, 2.7303], [-2.9200, 0.3192, 2.4724], [-1.0346, -2.5679, 3.1812], [1.4290, -2.5834, 2.9267], [3.0167, -0.5408, 2.0513], [3.3046, -0.9177, 0.6763], [3.3752, -0.0001, -0.3190], [3.3305, 1.1954, -0.1121], [3.5836, -0.5866, -1.7048], [4.5047, -0.1454, -2.0925], [3.7140, -1.6691, -1.6549], [2.4405, -0.2337, -2.6644], [1.1566, -1.0265, -2.4088], [1.4179, -2.0706, -2.2154], [0.5445, -1.0083, -3.3140], [0.3095, -0.4953, -1.2444], [-0.4403, 0.7412, -1.6308], [-1.7400, 0.9600, -1.5020], [-2.7650, 0.0199, -0.9321], [-3.8895, 0.8113, -0.2653], [-3.4829, 1.4934, 0.4781], [-4.5909, 0.1382, 0.2232], [-4.4327, 1.3962, -1.0055], [-3.3294, -0.8678, -2.0460], [-2.5373, -1.4565, -2.5030], [-4.0809, -1.5454, -1.6461], [-3.7908, -0.2560, -2.8187], [-2.2987, -0.6225, -0.1791], [-2.1445, 1.9016, -1.8530], [0.1758, 1.5200, -2.0632], [0.9613, -0.2605, -0.4010], [-0.3825, -1.2727, -0.9205], [2.7790, -0.4384, -3.6829], [2.2451, 0.8362, -2.5875], [3.1839, -1.8896, 0.4404], [3.5265, -1.2436, 2.7145], [3.4279, 0.4612, 2.1909], [1.3313, 1.4940, 1.6974], [-1.6190, 3.5809, 1.2839], [-0.0908, 3.3058, 2.1561]],
  "nbo_charge": [-0.254, 0.195, -0.537, 0.300, -0.303, -0.048, -0.216, -0.259, 0.251, -0.666, 0.496, 0.225, 0.207, -0.246, -0.610, 0.684, -0.646, -0.489, 0.238, 0.196, -0.390, -0.389, 0.194, 0.208, -0.462, -0.187, -0.174, -0.260, -0.606, 0.208, 0.210, 0.201, -0.595, 0.207, 0.205, 0.202, 0.206, 0.193, 0.196, 0.227, 0.211, 0.209, 0.216, 0.394, 0.205, 0.235, 0.242, 0.198, 0.180],
  "smiles": "COc1cc(CNC(=O)CCCC/C=C\\C(C)C)ccc1O",
  "e_above_lowest_kcal_mol": 20.1,
  "e_homo_ev": -8.188,
  "lumo_energy_ev": 0.79
}



{
  "formula": "C4H13BClO2PS",
  "method": "the ωB97M-V functional and the def2-TZVPD basis",
  "species": ["C", "B", "O", "P", "S", "Cl", "H", "H", "H", "H", "H", "H", "H", "C", "C", "O", "C", "H", "H", "H", "H", "H", "H"],
  "positions_angstrom": [[2.5015, 1.7251, -0.4024], [1.2801, 2.4944, -1.0554], [1.3826, 2.8828, -2.4223], [-0.3320, 2.9943, -0.1642], [-1.3960, 1.4951, -1.3569], [0.7491, 4.5016, 0.9672], [3.2270, 2.4785, -0.0841], [2.9795, 1.1375, -1.1847], [2.2542, 1.1204, 0.4677], [1.5476, 3.8216, -2.3889], [-0.7630, 2.3775, 1.0283], [-1.1388, 4.0063, -0.7406], [-1.4615, 0.4411, -0.5017], [-1.1126, -3.6754, -0.3996], [-1.2430, -2.5749, 0.6178], [-1.5567, -1.4525, 0.2919], [-0.9683, -2.9245, 2.0557], [-1.3380, -3.2832, -1.3891], [-0.0938, -4.0654, -0.3966], [-1.8126, -4.4798, -0.1692], [0.0565, -3.2832, 2.1618], [-1.6622, -3.6972, 2.3894], [-1.0994, -2.0403, 2.6759]],
  "nbo_charge": [-1.021, 0.766, -0.917, 0.554, -0.440, -0.478, 0.265, 0.249, 0.237, 0.497, 0.045, 0.045, 0.189, -0.721, 0.612, -0.568, -0.721, 0.240, 0.232, 0.232, 0.232, 0.233, 0.236],
  "smiles": "CB(O)[PH2](S)Cl.CC(C)=O",
  "e_homo_ev": -8.733,
  "lumo_energy_ev": 0.43
}



{
  "formula": "C5H8",
  "method": "the ωB97M-V functional and the def2-TZVPD basis",
  "species": ["C", "C", "C", "C", "C", "H", "H", "H", "H", "H", "H", "H", "H"],
  "positions_angstrom": [[-0.3639, 1.4711, -0.4457], [-0.1547, 0.0233, -0.1325], [-1.2727, -0.9619, -0.2001], [1.0459, -0.2864, 0.2259], [2.1475, -0.4947, 0.8743], [0.5940, 1.9558, -0.6628], [-0.9983, 1.5407, -1.3331], [-0.8384, 1.9867, 0.3889], [1.4617, -1.0456, 1.6143], [-2.1065, -0.6047, 0.4208], [-0.9666, -1.9425, 0.1790], [-1.6297, -1.0665, -1.2242], [3.0816, -0.5751, 0.2954]],
  "nbo_charge": [-0.601, -0.157, -0.610, 0.129, -0.582, 0.222, 0.211, 0.209, 0.294, 0.215, 0.218, 0.212, 0.241],
  "smiles": "C=C=C(C)C",
  "e_above_lowest_kcal_mol": 64.6,
  "e_homo_ev": -8.158,
  "lumo_energy_ev": 1.00
}



{
  "formula": "C25H32FO2V",
  "method": "the ωB97M-V functional and the def2-TZVPD basis",
  "species": ["O", "C", "C", "H", "H", "C", "H", "H", "C", "H", "H", "H", "C", "H", "H", "H", "V", "C", "C", "C", "H", "C", "C", "H", "H", "H", "H", "C", "C", "C", "H", "C", "C", "H", "H", "H", "H", "O", "C", "C", "H", "H", "C", "H", "H", "C", "H", "H", "H", "H", "F", "C", "C", "C", "C", "C", "C", "H", "H", "H", "H"],
  "positions_angstrom": [[-0.8128, -0.8697, -1.5956], [-1.4157, 0.2148, -2.5625], [-0.8318, -0.4308, -3.7748], [-1.0473, 1.2215, -2.3375], [-2.5028, 0.1580, -2.5366], [-0.4877, -1.6151, -2.8645], [0.0573, 0.0894, -4.1471], [-1.5803, -0.6023, -4.5477], [0.9379, -2.0773, -2.9875], [1.6272, -1.2328, -3.0529], [1.0307, -2.6666, -3.9084], [1.2323, -2.7531, -2.1802], [-1.4717, -2.7569, -3.0359], [-2.5080, -2.3940, -3.0187], [-1.3502, -3.5296, -2.2667], [-1.2785, -3.2323, -4.0072], [-0.6303, -0.8820, 0.4898], [-2.3514, -1.0356, 1.9988], [-2.0220, 0.3489, 1.9872], [-2.2439, 0.8592, 0.6713], [-1.7949, 0.9654, 2.8501], [-2.8330, -0.2005, -0.0952], [-2.7943, -1.4040, 0.6749], [-3.1169, -2.3880, 0.3453], [-2.3980, -1.6591, 2.8898], [-2.1455, 1.9148, 0.3864], [-3.4184, -0.0718, -1.0081], [0.3953, -2.1049, 2.1630], [-0.3526, -2.9970, 1.3308], [0.2172, -2.9473, 0.0224], [-1.1671, -3.6394, 1.6713], [1.3385, -2.0104, 0.0688], [1.4456, -1.5255, 1.4045], [2.2305, -0.8738, 1.7824], [0.2774, -1.9840, 3.2272], [-0.0276, -3.6374, -0.7806], [2.0391, -1.7288, -0.7117], [2.1495, 1.9971, -2.6174], [1.8731, 1.1619, -1.4669], [0.7549, 1.8193, -0.6317], [2.7971, 1.0082, -0.8593], [1.5661, 0.1607, -1.8498], [0.7501, 3.2921, -1.0676], [0.8692, 1.6559, 0.4438], [-0.2063, 1.3547, -0.8967], [1.6513, 3.3188, -2.3187], [1.1823, 3.9157, -0.2778], [-0.2581, 3.6645, -1.2840], [2.5073, 3.9880, -2.1571], [1.1103, 3.6815, -3.2007], [1.8056, 3.0067, 6.1735], [1.4715, 2.2754, 5.0566], [1.8284, 2.7497, 3.8012], [1.5264, 1.9443, 2.6667], [0.7381, 0.8367, 2.8317], [0.3453, 0.3885, 4.0644], [0.7713, 1.0866, 5.2258], [2.3449, 3.7028, 3.6932], [1.9460, 2.2550, 1.7092], [-0.2970, -0.4813, 4.2056], [0.5265, 0.6952, 6.2115]],
  "mulliken_spin": [-0.100, 0.016, 0.004, 0.012, 0.003, 0.054, 0.000, 0.001, 0.003, -0.002, 0.002, -0.005, 0.011, 0.001, -0.003, 0.002, 2.584, -0.018, 0.068, 0.061, 0.008, 0.209, -0.096, 0.001, 0.010, 0.006, -0.038, -0.051, -0.028, 0.007, 0.003, 0.148, -0.019, 0.019, -0.003, 0.001, 0.014, 0.000, 0.032, 0.191, 0.001, 0.013, 0.009, -0.147, -0.090, 0.000, 0.000, 0.001, 0.000, 0.000, -0.002, -0.007, 0.011, 0.146, -0.102, 0.062, 0.005, 0.000, -0.005, -0.005, -0.001],
  "spin_multiplicity": 4,
  "e_above_lowest_kcal_mol": 43.1,
  "e_homo_ev": [-1.926, -2.257],
  "lumo_energy_ev": [2.56, 2.53],
  "charge": -1
}